{
  "formula": "C26H26Br4CaCl3FLiN2O12S",
  "method": "ωB97M-V/def2-TZVPD",
  "homo_lumo_gap_ev": 2.27,
  "multiplicity": 1,
  "charge": 1,
  "fmax_ev_per_a": 4.9,
  "species": ["H", "H", "Br", "H", "C", "N", "C", "H", "C", "O", "C", "Br", "O", "C", "C", "H", "C", "N", "Ca", "C", "H", "H", "Br", "H", "H", "H", "C", "Li", "C", "H", "H", "H", "O", "H", "C", "O", "Cl", "C", "H", "C", "C", "S", "O", "O", "Cl", "C", "O", "C", "O", "C", "C", "H", "H", "C", "H", "C", "H", "C", "C", "H", "H", "C", "H", "O", "O", "C", "H", "H", "C", "C", "O", "O", "F", "H", "Cl", "Br", "H"],
  "coordinates": [[0.759, 1.457, -4.072], [-2.154, -7.375, -2.125], [1.003, -2.022, 6.997], [1.902, -1.341, -0.669], [-1.556, -5.985, 1.033], [1.315, 1.166, -1.607], [-0.819, 4.037, -5.741], [1.064, 1.979, -8.857], [0.776, -1.178, -0.661], [2.016, 0.177, 3.413], [0.564, 2.566, -8.018], [0.483, 1.113, 7.540], [4.184, 0.762, 3.706], [2.968, 0.843, 3.103], [-1.672, -4.688, 0.739], [4.578, 2.660, 1.138], [0.582, 1.946, -6.574], [-0.112, 2.031, -4.070], [0.713, 3.014, 6.135], [-0.766, 4.358, -2.866], [4.131, 3.354, 2.710], [0.205, -1.859, -1.398], [-1.665, -0.626, 5.836], [5.536, 0.677, 2.156], [-2.468, -3.916, -2.890], [3.418, -2.374, 3.155], [-1.712, -7.036, -0.014], [-1.497, 3.271, -0.414], [-0.084, 2.967, -2.941], [-1.362, 5.684, -7.259], [-1.789, -0.138, -0.604], [0.287, -1.365, 0.364], [2.962, 1.766, 2.100], [1.110, 0.944, -6.456], [-2.145, -5.307, -1.672], [-2.438, -4.891, -2.938], [4.687, -4.351, 2.966], [0.679, 2.500, -1.643], [5.129, -2.121, 3.587], [4.224, 2.423, 2.142], [-2.026, -6.603, -1.380], [-1.679, 4.947, -4.362], [-4.002, -8.155, -2.845], [-4.903, 3.586, 5.563], [-4.011, 4.152, 6.548], [-0.124, 3.930, -8.301], [-1.290, -6.400, 2.300], [-0.833, 4.685, -7.150], [-4.353, 5.536, 6.778], [-1.961, -4.256, -0.631], [5.084, 1.412, 2.828], [-1.538, 1.047, -1.985], [-1.559, -3.916, 1.488], [0.750, 3.392, -0.345], [0.069, 5.460, 0.600], [-1.137, 0.750, -0.949], [-1.255, -7.376, 2.252], [-0.133, 2.698, -5.390], [0.219, -0.392, 6.307], [-1.267, 6.242, -1.630], [-1.284, 1.616, -0.222], [0.056, 4.785, -0.315], [-0.126, 4.404, -9.334], [-1.582, -8.208, 0.287], [-2.643, 4.074, 6.053], [4.448, -2.604, 2.886], [0.755, -0.146, 5.388], [-4.702, -8.767, -2.587], [-0.712, 5.251, -1.600], [0.404, 0.334, -1.107], [-4.112, 3.411, 7.783], [-2.058, -3.076, -0.939], [6.045, 2.013, 3.565], [-4.177, -7.979, -3.778], [4.769, -1.988, 1.257], [-3.482, -1.992, 7.052], [1.314, 3.016, 0.582]]
}